(1)
A structure of composition C47H55I2N3O8SSr in a non-equilibrium geometry. Source: the OMol25 dataset; level of theory: wB97M-V/def2-TZVPD.

Computed properties:
Energy: -3614.5784 hartree
Charge: -2

Geometry (Å):
Sr: -0.490 -0.727 -0.121
C: -5.734 2.322 3.627
C: -4.644 3.275 3.113
C: -5.210 4.041 1.917
C: -4.284 4.285 4.212
C: -3.398 2.482 2.743
C: -2.808 2.567 1.539
C: -1.685 1.718 1.229
N: -1.164 1.547 0.037
C: -1.354 2.223 -1.128
C: -1.450 3.624 -1.236
C: -1.410 4.231 -2.461
C: -1.323 3.390 -3.604
C: -1.235 2.017 -3.585
C: -1.267 1.355 -2.309
O: -1.288 0.102 -2.129
C: -1.006 1.276 -4.912
C: -2.190 1.544 -5.855
C: -0.847 -0.239 -4.751
C: 0.294 1.798 -5.555
C: -1.332 5.758 -2.555
C: -2.459 6.397 -1.729
C: -1.461 6.265 -3.992
C: 0.025 6.222 -2.002
C: -1.132 0.760 2.246
O: -0.146 0.098 1.940
C: -1.789 0.735 3.561
C: -2.836 1.569 3.744
C: -1.349 -0.297 4.600
C: 0.183 -0.288 4.759
C: -1.976 -0.024 5.970
C: -1.827 -1.678 4.112
H: -6.681 2.859 3.748
H: -5.473 1.885 4.594
H: -5.889 1.504 2.920
H: -6.093 4.604 2.231
H: -5.508 3.360 1.116
H: -4.484 4.754 1.516
H: -5.160 4.885 4.483
H: -3.498 4.959 3.862
H: -3.921 3.782 5.112
H: -3.202 3.185 0.746
H: -1.428 4.204 -0.318
H: -1.284 3.871 -4.573
H: -3.117 1.155 -5.419
H: -2.022 1.043 -6.815
H: -2.327 2.611 -6.047
H: -1.732 -0.697 -4.301
H: 0.011 -0.473 -4.116
H: -0.689 -0.676 -5.744
H: 0.245 2.871 -5.763
H: 0.476 1.275 -6.502
H: 1.132 1.615 -4.879
H: -3.433 6.063 -2.098
H: -2.415 7.490 -1.798
H: -2.387 6.122 -0.674
H: -2.405 5.947 -4.444
H: -0.639 5.909 -4.617
H: -1.431 7.359 -3.994
H: 0.180 5.864 -0.982
H: 0.090 7.317 -2.001
H: 0.839 5.827 -2.616
H: -3.337 1.545 4.704
H: 0.560 0.738 4.838
H: 0.679 -0.758 3.911
H: 0.466 -0.826 5.668
H: -1.774 0.996 6.311
H: -1.548 -0.718 6.696
H: -3.059 -0.182 5.965
H: -1.212 -2.032 3.280
H: -2.863 -1.630 3.770
H: -1.750 -2.413 4.921
O: 2.182 0.965 -3.032
C: 1.885 0.851 -1.826
O: 1.258 -0.073 -1.275
C: 2.384 1.966 -0.898
C: 3.420 2.827 -1.362
C: 3.856 3.831 -0.563
C: 3.279 3.997 0.724
C: 3.665 5.018 1.629
C: 3.088 5.103 2.865
C: 2.099 4.167 3.256
C: 1.710 3.178 2.398
C: 2.283 3.080 1.105
N: 1.842 2.085 0.281
H: 3.819 2.643 -2.350
H: 4.645 4.506 -0.881
H: 4.430 5.726 1.326
H: 3.392 5.884 3.556
H: 1.654 4.239 4.242
H: 0.974 2.432 2.671
C: -6.179 1.126 -4.395
C: -5.229 0.512 -3.397
C: -4.644 -0.733 -3.646
C: -3.804 -1.330 -2.724
C: -3.526 -0.664 -1.531
C: -4.147 0.542 -1.236
C: -4.966 1.140 -2.188
S: -2.886 -1.668 -0.195
O: -4.058 -2.451 0.182
O: -2.418 -0.819 0.931
N: -1.727 -2.515 -0.814
C: -1.235 -3.535 0.133
C: 0.055 -3.030 0.785
O: 0.282 -3.149 1.970
O: 0.833 -2.391 -0.078
H: -7.205 0.792 -4.211
H: -5.918 0.836 -5.415
H: -6.168 2.216 -4.334
H: -4.861 -1.243 -4.580
H: -3.336 -2.287 -2.906
H: -3.978 0.998 -0.268
H: -5.417 2.105 -1.978
H: -1.004 -4.459 -0.397
H: -1.953 -3.772 0.916
I: 2.324 -1.263 0.939
I: 4.785 -0.310 2.220

(2)
A structure of composition C47H55KN6O3S in a non-equilibrium geometry. Source: the OMol25 dataset; level of theory: wB97M-V/def2-TZVPD.

Computed properties:
Energy above the lowest of the compared OMol25 structures with the same formula, charge and spin: 1.2989 eV
Energy: -3376.2745 hartree
Charge: -2

Geometry (Å):
K: -0.024 -0.693 0.555
C: 7.063 2.029 -0.389
C: 5.671 1.466 -0.478
C: 5.009 1.399 -1.694
C: 3.714 0.852 -1.824
C: 2.955 0.841 -2.986
N: 3.262 1.520 -4.180
C: 3.621 2.940 -4.145
C: 2.737 3.871 -3.312
C: 1.459 4.370 -3.985
N: 0.382 3.395 -4.172
C: -0.092 2.726 -3.023
C: -0.596 3.361 -1.893
C: -0.921 4.730 -1.811
C: -1.350 5.321 -0.631
C: -1.705 6.782 -0.588
C: -1.425 4.531 0.511
C: -1.139 3.163 0.514
C: -1.191 2.493 1.813
N: -0.822 1.311 2.084
C: -0.849 0.863 3.461
C: 0.560 0.791 4.074
C: 1.513 -0.299 3.569
N: 1.923 -0.063 2.202
C: 3.144 0.134 1.929
C: 3.727 0.452 0.625
C: 5.010 1.012 0.657
C: 3.072 0.243 -0.642
O: 2.029 -0.432 -0.788
C: -0.791 2.503 -0.713
O: -0.671 1.264 -0.834
H: 7.431 2.308 -1.378
H: 7.774 1.312 0.032
H: 7.107 2.925 0.237
H: 5.530 1.738 -2.582
H: 2.041 0.264 -2.975
H: 2.537 1.357 -4.867
H: 3.644 3.284 -5.187
H: 4.644 3.026 -3.777
H: 3.335 4.754 -3.060
H: 2.493 3.387 -2.362
H: 1.695 4.781 -4.976
H: 1.065 5.195 -3.392
H: 0.661 2.715 -4.871
H: -0.019 1.648 -3.002
H: -0.880 5.332 -2.713
H: -1.628 7.225 -1.583
H: -1.041 7.349 0.072
H: -2.725 6.949 -0.234
H: -1.719 4.991 1.451
H: -1.565 3.146 2.630
H: -1.310 -0.128 3.498
H: -1.458 1.555 4.075
H: 0.431 0.630 5.152
H: 1.034 1.769 3.949
H: 1.037 -1.281 3.613
H: 2.396 -0.336 4.242
H: 3.889 0.128 2.755
H: 5.499 1.103 1.624
C: -0.985 -4.392 4.074
C: -2.322 -4.492 4.482
C: -3.319 -3.768 3.852
C: -2.983 -2.886 2.804
C: -1.681 -2.757 2.324
C: -0.707 -3.575 2.993
C: -3.978 -1.988 2.153
C: -5.391 -2.122 2.346
C: -6.244 -1.250 1.738
C: -5.732 -0.201 0.926
C: -6.531 0.763 0.273
C: -5.947 1.754 -0.476
C: -4.544 1.824 -0.603
C: -3.744 0.899 0.011
C: -4.329 -0.136 0.789
N: -3.494 -1.015 1.385
H: -0.209 -4.951 4.592
H: -2.587 -5.134 5.315
H: -4.329 -3.865 4.235
H: 0.165 -2.836 1.366
H: -5.774 -2.926 2.961
H: -7.321 -1.343 1.868
H: -7.610 0.710 0.384
H: -6.562 2.499 -0.968
H: -4.090 2.622 -1.176
H: -2.664 0.937 -0.057
O: -1.052 -3.377 -0.708
S: -1.924 -2.503 -1.544
C: -0.791 -1.541 -2.616
C: -0.751 -2.223 -3.990
C: -1.176 -3.676 -3.796
C: -2.416 -3.577 -2.924
H: 0.176 -1.550 -2.107
H: -1.131 -0.507 -2.622
H: 0.240 -2.132 -4.436
H: -1.461 -1.732 -4.663
H: -0.407 -4.223 -3.249
H: -1.364 -4.195 -4.739
H: -2.747 -4.506 -2.465
H: -3.248 -3.107 -3.449
C: 0.858 -5.655 1.938
C: 1.466 -4.240 1.946
C: 1.890 -3.957 0.488
C: 2.612 -4.202 2.954
N: 0.465 -3.194 2.242
H: 1.617 -6.394 1.688
H: 0.057 -5.712 1.201
H: 0.431 -5.923 2.907
H: 2.452 -4.753 0.007
H: 2.366 -2.985 0.374
H: 0.889 -3.947 0.061
H: 3.355 -4.973 2.743
H: 2.229 -4.354 3.963
H: 3.103 -3.229 2.928

(3)
A structure of composition C47H55N7O8PbS. Source: the OMol25 dataset; level of theory: wB97M-V/def2-TZVPD.

Computed properties:
Energy above the lowest of the compared OMol25 structures with the same formula, charge and spin: 0.0000 eV
Energy: -3400.4902 hartree
Charge: -2

Geometry (Å):
Pb: -0.077 0.341 0.114
C: 1.945 -2.837 0.145
C: 2.245 -1.931 1.184
C: 2.890 -0.803 0.614
C: 2.980 -1.025 -0.782
C: 2.392 -2.275 -1.072
C: 2.358 -2.907 -2.440
C: 3.750 -0.222 -1.794
C: 3.576 0.294 1.390
C: 2.125 -2.231 2.658
C: 1.338 -4.204 0.333
H: 1.806 -3.854 -2.426
H: 3.368 -3.127 -2.818
H: 1.888 -2.255 -3.192
H: 4.168 0.687 -1.345
H: 3.128 0.060 -2.654
H: 4.599 -0.793 -2.198
H: 2.913 1.114 1.685
H: 4.390 0.736 0.807
H: 4.021 -0.095 2.310
H: 2.274 -1.334 3.259
H: 2.873 -2.968 2.984
H: 1.145 -2.645 2.927
H: 2.068 -5.009 0.172
H: 0.508 -4.397 -0.356
H: 0.950 -4.322 1.349
O: 1.210 3.815 6.880
C: 0.481 2.817 6.711
O: -0.286 2.223 7.504
C: 0.522 2.206 5.297
C: 0.264 0.853 5.106
C: 0.250 0.340 3.823
N: 0.434 1.088 2.731
C: 0.691 2.388 2.910
C: 0.770 2.973 4.167
C: 0.837 3.238 1.654
O: 1.467 4.293 1.738
O: 0.249 2.796 0.595
H: 0.047 0.233 5.966
H: 0.056 -0.713 3.650
H: 1.006 4.023 4.259
C: -8.090 -11.206 3.073
O: -7.885 -10.082 3.909
C: -7.105 -9.080 3.421
C: -6.402 -9.153 2.229
C: -5.637 -8.062 1.819
C: -5.562 -6.905 2.574
C: -6.265 -6.858 3.781
C: -7.026 -7.928 4.200
C: -4.770 -5.734 2.158
N: -4.649 -4.628 2.845
C: -3.810 -3.826 2.102
C: -3.430 -4.461 0.953
N: -4.051 -5.686 0.999
C: -2.573 -3.874 -0.030
C: -2.317 -4.413 -1.296
C: -1.509 -3.733 -2.170
C: -0.920 -2.542 -1.737
N: -1.151 -2.028 -0.549
C: -2.011 -2.627 0.291
C: -2.450 -1.898 1.495
N: -2.030 -0.625 1.664
C: -2.574 0.112 2.613
C: -3.507 -0.396 3.527
C: -3.886 -1.706 3.423
C: -3.378 -2.480 2.371
H: -8.815 -11.836 3.580
H: -7.166 -11.772 2.926
H: -8.487 -10.912 2.098
H: -6.428 -10.040 1.613
H: -5.097 -8.142 0.882
H: -6.197 -5.955 4.375
H: -7.573 -7.897 5.135
H: -3.992 -6.406 0.303
H: -2.772 -5.353 -1.587
H: -1.316 -4.102 -3.168
H: -0.236 -1.990 -2.375
H: -2.262 1.150 2.663
H: -3.902 0.251 4.299
H: -4.589 -2.155 4.113
O: -2.600 3.155 0.997
H: -2.815 2.446 0.361
H: -1.627 3.140 0.999
O: -4.504 0.818 -1.516
C: -3.411 0.346 -1.193
O: -2.379 0.980 -0.783
H: -3.300 -0.754 -1.262
C: -0.850 5.074 -4.706
C: -2.092 5.130 -3.814
C: -1.800 5.079 -2.312
C: -1.142 3.786 -1.838
N: 0.309 3.827 -2.028
C: 1.046 2.777 -2.406
S: 0.398 1.266 -2.847
N: 2.384 2.926 -2.462
C: 3.181 4.092 -2.117
C: 3.868 3.942 -0.766
C: 4.796 5.111 -0.441
C: 4.030 6.400 -0.130
H: -1.126 5.154 -5.761
H: -0.310 4.135 -4.572
H: -0.164 5.894 -4.472
H: -2.747 4.290 -4.065
H: -2.649 6.047 -4.030
H: -2.741 5.188 -1.768
H: -1.169 5.932 -2.030
H: -1.528 2.927 -2.382
H: -1.355 3.618 -0.784
H: 0.781 4.491 -1.432
H: 2.878 2.057 -2.589
H: 2.543 4.975 -2.152
H: 3.939 4.219 -2.896
H: 4.441 3.008 -0.783
H: 3.117 3.845 0.017
H: 5.488 5.281 -1.276
H: 5.402 4.840 0.427
H: 3.501 6.776 -1.011
H: 4.704 7.190 0.210
H: 3.291 6.214 0.654